{
  "formula": "C5H17N2O",
  "method": "wB97M-V/def2-TZVPD",
  "symbols": ["C", "N", "C", "C", "C", "N", "C", "H", "H", "H", "H", "H", "H", "H", "H", "H", "H", "H", "H", "H", "H", "H", "H", "H", "O"],
  "positions_angstrom": [[-0.529863, -0.320011, -0.855297], [-0.609806, -0.501911, 0.566506], [2.691031, 1.856721, 3.398639], [1.214210, 2.036133, 3.859713], [-1.234117, -1.326611, -1.848855], [-0.844200, -1.141235, -3.191098], [-1.856001, -2.342505, -4.206132], [-0.982134, 0.640123, -1.170599], [0.467014, -0.301745, -1.126072], [-1.577054, -0.445894, 0.895045], [2.707339, 1.925221, 2.256780], [3.151088, 0.869100, 3.740740], [0.861714, 2.923606, 3.506562], [1.027030, 2.080341, 4.988621], [0.529742, 1.199442, 3.366907], [-2.284716, -1.278325, -1.547330], [-1.014330, -2.393046, -1.459763], [-1.696618, -1.165141, -3.995770], [0.030461, 0.211219, 0.941919], [-1.919208, -2.361682, -5.268042], [-2.924199, -2.308686, -3.714314], [-1.231880, -3.082894, -3.782694], [3.253132, 2.637103, 3.902201], [1.481063, 1.410003, -0.077673], [1.290301, 1.180675, 0.820005]],
  "forces_ev_per_angstrom": [[-1.609, -0.439, -2.267], [-1.388, 0.097, -1.803], [-0.963, -1.244, 1.189], [0.006, -3.993, 0.451], [-1.015, -2.636, 3.025], [0.167, 1.317, -1.375], [-2.816, -1.443, 2.957], [0.255, 0.234, 0.284], [2.266, 0.247, -0.426], [0.119, -0.149, 0.257], [0.189, -0.048, 0.752], [-0.732, 1.170, -0.775], [-1.011, 2.610, -1.084], [0.562, -0.485, -1.454], [1.311, 1.553, 1.330], [-0.460, 0.352, -0.699], [0.092, 0.868, -0.552], [0.718, 2.425, 0.969], [1.715, 0.326, 1.323], [0.588, 0.610, -0.858], [1.988, -0.475, -0.989], [0.198, -1.163, 0.082], [0.436, 0.309, -0.624], [0.457, 0.522, -1.424], [-1.073, -0.564, 1.711]],
  "total_charge": 1,
  "relative_energy_ev": 13.720,
  "homo_lumo_gap_ev": 3.10,
  "e_tot_ha": -384.73653,
  "e_homo_ev": -13.0,
  "lumo_ev": -9.871
}